No. 1
A structure of composition C4H7N3. Source: the Open Molecules 2025 dataset; level of theory: ωB97M-V with the def2-TZVPD basis set.

Computed properties:
- Energy relative to the best compared isomer or geometry (same formula, charge and spin): 529.1 kJ/mol
- LUMO level: 0.9 eV

```
14
Properties=species:S:1:pos:R:3:forces:R:3
N -2.323 -0.525 0.385 0.1 0.0 -0.1
C -1.115 0.051 0.059 0.0 0.2 0.0
C 0.166 -0.536 -0.190 0.0 0.0 0.1
C 1.264 -0.069 0.613 0.0 -0.3 -0.3
N 2.402 -0.711 0.348 0.1 0.1 0.0
C 0.316 1.373 -0.914 0.0 0.1 0.2
N -0.923 1.328 -0.195 -0.1 -0.1 0.1
H -3.121 -0.230 -0.161 0.1 0.0 0.1
H -2.280 -1.524 0.515 0.0 0.1 0.0
H 0.200 -1.506 -0.714 0.1 0.2 0.1
H 3.250 -0.441 0.822 -0.2 -0.1 0.0
H 2.522 -1.398 -0.396 -0.1 0.1 0.1
H 0.947 2.122 -0.388 0.0 -0.2 -0.1
H -1.432 2.105 0.212 0.1 -0.1 -0.1
```
Forces are in eV/Å.


No. 2
The molecule C4H7N3 in a non-equilibrium geometry. Source: the Open Molecules 2025 dataset; level of theory: ωB97M-V with the def2-TZVPD basis set.

Computed properties:
- Energy relative to the best compared isomer or geometry (same formula, charge and spin): 42.2 kJ/mol
- Structure (SMILES): [H]/N=C(\C#N)NCC
- LUMO level: 0.8 eV

```
14
Properties=species:S:1:pos:R:3:forces:R:3
H -0.875 2.916 0.544 0.0 -0.1 0.0
N -0.374 2.107 0.190 -0.2 -0.1 0.1
C -0.950 1.021 0.542 0.2 0.1 -0.2
C -2.145 1.039 1.389 -0.8 0.2 0.6
N -3.070 1.213 2.063 0.9 -0.3 -0.7
N -0.501 -0.195 0.119 -0.1 0.1 0.1
C 0.743 -0.219 -0.636 0.1 0.1 -0.1
C 1.055 -1.598 -1.192 0.0 -0.1 0.0
H -0.802 -1.029 0.601 0.0 0.2 0.0
H 0.634 0.507 -1.446 0.1 -0.1 0.1
H 1.566 0.148 -0.008 -0.1 -0.1 -0.1
H 0.259 -1.950 -1.856 0.1 0.0 0.1
H 1.201 -2.338 -0.396 -0.1 0.1 -0.1
H 1.983 -1.550 -1.770 -0.1 0.0 0.1
```
Forces are in eV/Å.


No. 3
The molecule C4H7N3 in a non-equilibrium geometry. Source: the Open Molecules 2025 dataset; level of theory: ωB97M-V with the def2-TZVPD basis set.

Computed properties:
- Energy relative to the best compared isomer or geometry (same formula, charge and spin): 263.7 kJ/mol
- Structure (SMILES): Cn1cncc1N
- LUMO level: 0.8 eV

```
14
Properties=species:S:1:pos:R:3:forces:R:3
C 0.422 1.631 -0.210 3.9 2.7 1.5
N -0.238 0.388 0.079 -0.5 6.9 0.8
C -1.581 0.506 0.182 0.2 -4.1 -0.5
N -2.098 -0.704 -0.010 -0.2 1.7 -0.1
C -1.020 -1.479 -0.272 -0.3 -1.7 0.8
C 0.173 -0.829 -0.121 0.7 -3.0 0.0
N 1.543 -1.120 0.107 0.6 -3.3 -8.0
H 0.015 2.347 -0.932 -1.1 -0.7 0.3
H 0.777 2.412 0.743 -1.1 -2.7 -2.3
H 1.348 1.374 -0.750 0.1 0.0 0.7
H -2.016 1.315 0.651 -1.0 1.7 0.2
H -1.217 -2.505 -0.221 0.2 -1.5 -0.5
H 2.058 -2.122 -0.199 -2.7 3.4 -0.3
H 1.833 -1.214 0.953 1.3 0.5 7.3
```
Forces are in eV/Å.


No. 4
The molecule C4H7N3. Source: the Open Molecules 2025 dataset; level of theory: ωB97M-V with the def2-TZVPD basis set.

Computed properties:
- Energy relative to the best compared isomer or geometry (same formula, charge and spin): 115.2 kJ/mol
- Structure (SMILES): [H]/N=c1\cc[nH]n1C
- LUMO level: 0.9 eV

```
14
Properties=species:S:1:pos:R:3:forces:R:3
H 1.747 -2.100 -0.740 0.0 0.1 0.0
N 1.660 -1.087 -0.707 -0.2 -0.1 0.1
C 0.466 -0.772 -0.365 0.0 0.1 0.0
C -0.714 -1.554 0.015 -0.1 0.0 0.1
C -1.648 -0.689 0.442 0.1 -0.1 0.1
N -1.176 0.620 0.424 0.0 -0.1 -0.1
N 0.061 0.562 -0.255 0.2 -0.1 -0.1
C 1.016 1.606 0.047 0.1 0.1 0.0
H -0.764 -2.633 0.006 0.0 0.2 0.0
H -2.647 -0.874 0.817 0.1 0.0 -0.1
H -1.801 1.288 -0.023 0.1 -0.1 0.1
H 1.419 1.521 1.062 -0.1 0.0 0.0
H 1.844 1.532 -0.658 -0.1 -0.1 0.0
H 0.537 2.581 -0.066 0.0 -0.1 0.0
```
Forces are in eV/Å.


No. 5
The molecule C4H7N3. Source: the Open Molecules 2025 dataset; level of theory: ωB97M-V with the def2-TZVPD basis set.

Computed properties:
- Energy relative to the best compared isomer or geometry (same formula, charge and spin): 94.5 kJ/mol
- Structure (SMILES): Cc1cn(C)nn1
- LUMO level: 0.9 eV

```
14
Properties=species:S:1:pos:R:3:forces:R:3
C -2.448 0.181 -0.158 -0.1 0.0 0.0
C -1.061 -0.355 -0.250 0.0 0.2 0.1
C 0.038 0.441 -0.412 0.0 -0.1 0.0
N 1.082 -0.344 -0.075 0.0 0.0 0.0
C 2.398 0.101 0.321 0.2 0.0 0.0
N 0.658 -1.575 0.236 0.0 0.1 0.0
N -0.633 -1.598 0.113 0.0 0.2 0.2
H -2.779 0.110 0.882 -0.1 -0.1 -0.1
H -2.364 1.246 -0.385 -0.4 -0.1 -0.1
H -3.198 -0.288 -0.797 0.2 0.0 0.0
H 0.133 1.457 -0.765 0.1 -0.1 0.3
H 2.993 -0.781 0.550 0.0 0.1 -0.1
H 2.321 0.725 1.218 0.0 -0.1 -0.1
H 2.861 0.680 -0.480 0.0 -0.1 0.1
```
Forces are in eV/Å.


No. 6
A structure of composition C4H7N3 in a non-equilibrium geometry. Source: the Open Molecules 2025 dataset; level of theory: ωB97M-V with the def2-TZVPD basis set.

Computed properties:
- Energy relative to the best compared isomer or geometry (same formula, charge and spin): 316.9 kJ/mol
- LUMO level: 0.9 eV

```
14
Properties=species:S:1:pos:R:3:forces:R:3
C 1.179 -1.288 -0.421 0.1 0.0 0.3
N -0.070 0.709 0.485 -3.8 -0.6 -0.3
C -0.048 -0.518 -0.088 -1.6 -0.8 0.4
N 1.070 1.528 0.545 0.4 0.8 0.8
C -1.670 0.940 0.500 3.0 3.7 -0.9
C -1.370 -0.890 -0.264 0.5 -1.0 -2.8
N -2.326 0.181 -0.283 1.9 -2.1 3.8
H 0.827 2.511 0.607 -0.3 -0.2 0.1
H 1.686 1.443 -0.260 -0.6 -0.3 -0.3
H -2.022 1.745 1.132 0.2 0.3 -0.4
H -1.749 -1.892 -0.416 0.3 0.1 -0.7
H 1.654 -0.895 -1.325 0.0 0.0 0.0
H 1.906 -1.236 0.394 0.0 0.0 -0.1
H 0.934 -2.337 -0.607 0.0 0.2 0.0
```
Forces are in eV/Å.